# 1
# C66H155N7O17

12 unconnected molecules or ions with the total composition C66H155N7O17 (the ωB97M-V functional and the def2-TZVPD basis, the OMol25 dataset).

Calculated values
Strongest force on any atom ... 0.063 hartree/bohr
Spin multiplicity ... 1
Total charge ... +2
LUMO energy ... -2.69 eV

Last column: Mulliken charge in e.
Positions of all 245 atoms, in Å:
O1 2.967 4.808 -2.480  -0.691
O2 1.497 8.547 3.449  -0.353
O3 -4.559 -2.392 3.529  -0.728
O4 2.912 -5.838 -3.710  -0.222
O5 3.871 5.656 -0.592  -0.944
O6 3.163 0.421 4.273  -0.450
O7 -0.246 -1.644 0.875  -0.702
O8 -0.171 -1.012 -1.285  0.603
O9 -0.089 0.206 -4.922  -0.508
O10 4.000 -4.255 0.456  -0.765
O11 -2.772 3.253 -0.393  -0.655
O12 -4.127 -4.212 4.787  -0.760
O13 3.852 0.578 -2.485  -0.023
O14 -6.827 -5.307 0.638  -0.242
O15 -4.020 4.097 -2.059  -0.675
O16 -3.963 -3.430 -1.067  0.541
O17 3.778 -3.851 2.664  -0.641
N1 1.314 8.284 0.297  0.605
N2 1.228 -4.689 -1.333  1.773
N3 -1.123 2.830 -3.696  1.671
N4 2.379 -2.205 5.570  0.904
N5 -4.459 -0.449 0.149  1.957
N6 -4.573 -6.069 2.371  0.935
N7 6.051 2.729 -3.336  0.726
C1 3.381 1.372 3.274  -0.451
C2 0.323 9.139 0.969  -0.481
C3 3.795 -2.102 5.110  -0.910
C4 1.925 9.330 4.583  -0.783
C5 -7.830 -4.713 -0.145  -0.866
C6 -3.499 3.109 -4.724  -1.055
C7 -4.530 -7.035 1.260  0.264
C8 2.218 9.195 -0.487  -1.155
C9 2.144 -3.526 -1.608  -0.390
C10 -0.077 -0.826 -0.055  0.309
C11 3.579 -6.655 -4.685  -0.817
C12 -2.312 -4.843 2.216  -1.171
C13 -0.473 6.658 -0.219  -0.123
C14 7.282 1.876 -3.172  -0.226
C15 -2.061 2.734 -4.904  -0.529
C16 3.208 -1.790 7.905  -1.331
C17 0.228 -1.207 -4.859  -0.532
C18 5.381 2.263 -4.565  -0.420
C19 8.387 1.964 -4.218  -1.431
C20 2.358 -6.625 -2.627  -1.453
C21 4.126 3.092 -4.975  -0.662
C22 1.986 7.484 1.315  0.252
C23 -0.555 9.989 0.063  -1.376
C24 -1.676 1.964 -2.629  -0.697
C25 0.551 -3.931 4.839  -1.632
C26 4.006 -3.524 1.484  0.267
C27 1.577 -0.959 5.387  -1.326
C28 0.456 -4.510 -0.063  -0.212
C29 -4.145 -2.996 4.563  0.557
C30 -1.073 4.217 -3.208  0.036
C31 0.228 0.639 0.336  0.289
C32 -4.159 5.110 0.160  -1.444
C33 0.214 2.379 -4.042  -0.073
C34 2.320 3.819 -0.464  0.662
C35 2.100 -5.964 -1.290  -0.344
C36 3.170 4.874 -1.236  0.489
C37 1.869 -0.188 4.129  0.509
C38 -5.179 -1.325 1.064  -1.257
C39 -6.003 -5.720 2.851  -0.999
C40 4.761 1.196 -1.621  -1.044
C41 -4.577 -4.153 -2.117  -0.988
C42 -3.622 4.065 -0.868  0.754
C43 0.548 0.920 -3.886  -0.017
C44 -3.562 -2.021 5.585  -1.289
C45 -3.807 -4.852 1.969  1.559
C46 2.542 8.143 2.567  -1.056
C47 -0.905 -5.652 -2.405  -1.728
C48 -5.436 -0.018 -0.874  -0.754
C49 1.920 -3.348 4.662  0.329
C50 2.270 -2.621 6.995  -0.557
C51 -3.994 0.753 0.856  0.622
C52 6.333 4.159 -3.351  -1.144
C53 0.742 7.350 -0.721  -0.046
C54 -0.297 5.206 -4.003  -1.784
C55 3.332 -0.641 -2.030  -0.106
C56 -3.300 -1.178 -0.350  0.291
C57 -3.436 -2.146 -1.559  -1.743
C58 -4.993 0.884 -2.009  -1.230
C59 -6.776 -4.778 1.938  -0.564
C60 -3.026 0.548 2.011  -2.071
C61 1.164 -4.608 1.292  -0.268
C62 5.118 2.582 -2.140  0.213
C63 -5.114 -8.410 1.487  -1.391
C64 0.284 -4.664 -2.400  -0.224
C65 -4.017 -6.785 3.605  -1.299
C66 4.215 -2.044 1.217  1.104
H1 1.473 -2.685 -1.687  -0.700
H2 -4.654 1.872 -1.715  0.291
H3 1.530 -6.668 -0.721  0.461
H4 -1.325 10.467 0.658  0.407
H5 -2.612 2.424 -2.365  -0.211
H6 -7.640 -3.642 -0.223  0.240
H7 0.848 2.970 -3.370  -0.191
H8 -7.662 -5.143 -1.136  0.267
H9 -6.431 -6.706 2.972  0.893
H10 0.460 2.692 -5.058  0.241
H11 -3.082 -7.222 3.288  0.501
H12 2.337 2.868 -0.998  -0.682
H13 0.576 -1.355 5.329  0.438
H14 -0.287 -5.319 -0.098  0.791
H15 -5.817 1.067 -2.702  0.559
H16 2.749 2.276 3.407  0.318
H17 -0.986 9.394 -0.744  0.314
H18 -1.790 -5.336 -1.843  -0.117
H19 -5.077 -6.548 0.451  -0.279
H20 -1.333 7.330 -0.359  0.375
H21 3.874 2.475 -5.820  0.482
H22 3.931 -2.252 4.045  0.010
H23 -3.540 1.350 0.061  -0.541
H24 -2.405 -2.288 -1.888  -0.010
H25 -0.674 5.818 -0.857  -0.718
H26 2.890 -1.888 8.949  0.406
H27 6.146 2.494 -5.308  0.427
H28 5.240 1.179 -4.432  0.455
H29 1.450 -7.180 -3.016  0.276
H30 -4.429 -1.412 5.864  0.384
H31 1.799 -0.803 3.230  -0.374
H32 0.322 -4.317 5.827  0.514
H33 -4.694 -7.593 3.887  0.473
H34 -2.597 -0.414 -0.719  -0.634
H35 -2.815 1.544 2.330  0.518
H36 1.061 0.539 4.082  0.660
H37 -2.106 4.582 -3.137  0.443
H38 -5.542 -3.774 -2.456  0.307
H39 4.370 -7.223 -4.172  0.347
H40 2.446 8.678 5.297  0.298
H41 -4.868 1.329 1.172  0.538
H42 -4.506 -1.555 1.873  0.473
H43 -0.677 -6.665 -2.101  0.312
H44 -0.351 8.604 1.622  0.462
H45 8.279 1.511 -5.186  0.375
H46 3.612 -1.795 0.320  -0.834
H47 2.635 3.645 0.601  0.417
H48 5.614 0.524 -1.402  0.581
H49 0.791 5.204 -3.894  0.225
H50 7.740 2.151 -2.233  0.414
H51 6.888 0.858 -3.019  0.241
H52 3.048 -5.644 -0.873  0.504
H53 3.320 3.143 -4.261  -0.251
H54 -1.710 -5.553 1.658  0.208
H55 -7.801 -4.752 2.378  0.603
H56 -3.285 -2.475 6.532  0.381
H57 -2.124 -0.054 1.865  0.202
H58 -5.877 -0.938 -1.306  0.318
H59 6.886 4.393 -2.460  0.451
H60 -0.082 -3.633 -2.429  -0.212
H61 -8.796 -4.936 0.273  0.374
H62 -3.983 4.835 1.190  0.333
H63 2.563 -0.909 -2.752  -0.097
H64 -5.370 -2.254 0.548  -0.033
H65 8.751 2.978 -4.339  0.384
H66 2.510 9.973 0.200  0.444
H67 0.729 0.709 1.298  0.025
H68 2.081 -3.013 3.638  -0.457
H69 -5.213 5.352 -0.034  0.367
H70 -0.021 10.775 -0.497  0.338
H71 2.884 -3.415 -0.831  -0.087
H72 -2.741 -1.367 5.245  0.118
H73 -1.868 -3.895 1.930  0.154
H74 -1.583 3.392 -5.623  0.472
H75 -0.922 2.005 -1.825  -0.022
H76 3.201 7.363 2.982  0.504
H77 -6.221 0.417 -0.257  0.699
H78 1.217 6.786 1.678  0.240
H79 3.195 9.019 2.416  0.383
H80 -3.890 2.405 -3.974  0.047
H81 1.254 -2.521 7.357  0.490
H82 -4.065 -4.747 0.918  0.233
H83 4.400 1.738 3.317  0.425
H84 -4.030 3.021 -5.684  0.500
H85 2.070 -5.228 1.282  0.340
H86 0.853 1.060 -0.451  -0.825
H87 -3.722 4.042 -4.252  0.364
H88 2.520 -3.670 7.104  0.407
H89 4.243 1.494 -0.725  0.125
H90 -2.200 -4.922 3.303  0.328
H91 6.881 4.409 -4.240  0.352
H92 -4.290 -4.064 2.534  -1.046
H93 9.202 1.435 -3.754  0.441
H94 5.278 -1.869 1.001  0.436
H95 0.919 -4.860 -3.278  1.005
H96 -4.847 -5.082 -1.630  0.076
H97 -3.450 -7.142 1.029  0.245
H98 4.205 3.077 -2.509  -1.026
H99 1.702 9.645 -1.295  0.499
H100 2.934 -0.483 -1.029  -0.165
H101 3.881 -1.433 2.078  -0.494
H102 -3.986 -1.796 -2.442  0.635
H103 -3.947 -4.342 -2.976  0.390
H104 -0.063 -3.562 -0.176  -0.700
H105 1.626 0.852 -3.986  0.797
H106 4.344 4.117 -5.240  0.340
H107 -1.658 0.961 -3.030  0.543
H108 -3.626 6.035 0.032  0.195
H109 1.548 6.653 -0.986  -0.483
H110 0.298 0.481 -2.910  -0.727
H111 2.651 -3.817 -2.511  0.742
H112 0.392 -5.060 1.905  0.328
H113 -0.573 5.127 -5.057  0.325
H114 1.062 9.819 4.998  0.265
H115 -6.011 -0.779 1.445  0.512
H116 3.232 -0.724 7.697  0.345
H117 -3.480 -0.046 2.787  0.575
H118 3.114 0.940 2.308  -0.105
H119 -4.460 -8.941 2.161  0.344
H120 3.081 8.609 -0.757  0.298
H121 1.487 -3.636 1.681  -0.656
H122 5.427 4.740 -3.349  0.388
H123 4.224 -2.154 7.866  0.368
H124 4.132 -1.151 5.492  0.573
H125 -0.484 6.324 0.811  0.420
H126 -1.092 -5.701 -3.475  0.578
H127 2.775 6.907 0.797  0.013
H128 3.987 -5.953 -5.406  0.234
H129 4.361 -2.886 5.588  0.440
H130 -5.818 -5.209 3.777  0.405
H131 5.521 3.212 -1.357  0.584
H132 0.565 7.905 -1.637  0.545
H133 1.266 4.095 -0.499  -0.174
H134 3.113 -7.376 -2.406  0.687
H135 2.918 -7.384 -5.159  0.316
H136 -6.140 -8.336 1.851  0.364
H137 -0.228 -3.221 4.591  0.401
H138 1.668 -0.324 6.287  0.422
H139 0.091 -1.616 -3.858  -0.115
H140 0.877 9.693 1.732  0.588
H141 -0.698 4.086 -2.202  -0.114
H142 -5.112 -8.965 0.544  0.430
H143 -2.016 1.713 -5.302  0.457
H144 4.116 -1.388 -1.937  0.700
H145 2.676 10.053 4.280  0.349
H146 -4.175 0.493 -2.616  0.106
H147 -3.880 -6.026 4.361  0.277
H148 2.667 -4.126 4.859  0.463
H149 -0.509 -1.637 -5.521  0.402
H150 -2.754 -1.681 0.431  0.452
H151 0.496 -4.723 4.097  0.405
H152 -6.411 -3.764 2.039  0.114
H153 -0.685 1.273 0.308  -0.143
H154 -0.633 6.217 -3.731  0.418
H155 1.248 -1.358 -5.130  0.329

***

# 2
# C23H31EuN3O5P2

A molecular structure, C23H31EuN3O5P2 (the ωB97M-V functional and the def2-TZVPD basis, the OMol25 dataset).

Calculated values
Strongest force on any atom ... 0.050 hartree/bohr
Relative energy (zero: lowest compared OMol25 entry of this formula, charge and spin) ... 0.000 eV
Spin multiplicity ... 8
LUMO energy (alpha / beta) ... 0.45 / 0.42 eV

Last column: Mulliken spin population.
Positions of all 65 atoms, in Å:
Eu1 -0.675 -0.841 0.111  6.064
P1 0.115 1.431 2.601  0.015
P2 0.098 1.575 -1.271  0.012
O1 -0.149 -1.258 2.258  0.292
O2 1.498 0.425 0.662  -0.026
O3 -2.497 0.514 -0.537  -0.006
O4 -2.304 -2.227 0.273  -0.003
O5 -1.972 0.401 1.602  -0.018
N1 1.485 -2.280 -0.082  0.000
N2 -0.670 -2.271 -1.866  0.001
N3 0.552 -0.272 2.665  0.618
C1 1.095 -3.483 -0.801  0.007
C2 3.419 -0.980 0.608  -0.007
C3 1.660 2.004 3.366  0.001
C4 -2.805 0.557 0.673  -0.005
C5 -0.347 2.745 1.354  0.004
C6 -5.652 -1.889 -1.052  0.000
C7 -5.425 -1.925 -2.433  0.001
C8 -1.130 2.441 -2.336  -0.001
C9 2.714 -2.185 0.237  0.020
C10 3.649 1.418 0.735  0.007
C11 4.809 -1.082 0.752  -0.003
C12 -3.062 -2.228 -2.001  0.009
C13 1.616 1.811 -2.277  -0.001
C14 -1.747 -2.574 -2.489  -0.003
C15 2.791 0.296 0.644  -0.002
C16 5.016 1.287 0.856  0.000
C17 0.552 -3.002 -2.155  -0.004
C18 -4.144 -2.129 -2.886  0.002
C19 0.388 2.894 0.017  -0.003
C20 -1.059 1.799 3.946  0.029
C21 -4.618 -2.028 -0.159  -0.001
C22 5.612 0.027 0.891  0.004
C23 -3.276 -2.152 -0.591  -0.004
H1 -1.700 -3.196 -3.391  0.000
H2 1.882 3.041 3.110  0.000
H3 6.682 -0.079 1.010  0.000
H4 -1.948 2.801 -1.713  0.000
H5 -6.245 -1.817 -3.129  0.000
H6 3.369 -3.056 0.108  0.001
H7 0.298 -4.001 -0.262  -0.002
H8 -4.794 -2.027 0.910  0.000
H9 1.459 2.953 0.181  0.000
H10 -2.093 1.726 3.624  0.002
H11 -6.664 -1.768 -0.684  0.000
H12 -1.417 2.655 1.186  0.001
H13 1.542 1.932 4.447  0.001
H14 0.382 -3.850 -2.826  0.000
H15 5.632 2.176 0.928  0.000
H16 5.259 -2.070 0.738  0.000
H17 1.935 -4.170 -0.955  0.000
H18 1.295 -2.336 -2.602  -0.002
H19 1.809 2.872 -2.450  0.000
H20 0.074 3.843 -0.429  0.000
H21 -0.881 1.081 4.747  -0.005
H22 3.214 2.407 0.736  0.000
H23 -1.554 1.742 -3.057  0.000
H24 2.472 1.365 -1.772  0.000
H25 -0.193 3.652 1.948  0.000
H26 1.484 1.317 -3.241  0.000
H27 -3.950 -2.209 -3.950  0.000
H28 2.488 1.367 3.071  0.003
H29 -0.673 3.280 -2.865  0.000
H30 -0.848 2.804 4.315  0.003
H31 -3.855 0.743 0.952  0.000

***

no.,E (eV)
1,-116174.6000
2,-76968.8914